(1)
{"formula": "C28H38As3F5LuN6O4S", "method": "the ωB97M-V functional and the def2-TZVPD basis", "species": ["Lu", "C", "As", "C", "C", "C", "C", "C", "As", "C", "C", "C", "As", "C", "C", "H", "H", "H", "H", "H", "H", "H", "H", "H", "H", "H", "H", "H", "H", "H", "H", "H", "H", "H", "H", "H", "H", "H", "H", "H", "H", "H", "N", "N", "C", "N", "N", "N", "O", "O", "H", "H", "H", "H", "H", "O", "C", "O", "C", "C", "C", "C", "C", "C", "C", "C", "C", "N", "H", "H", "H", "H", "H", "H", "F", "C", "C", "F", "C", "F", "C", "S", "C", "F", "C", "F"], "xyz": [[-1.23901, -3.47219, -1.76506], [2.13443, 1.44723, 2.06719], [1.30176, 2.56416, 0.61866], [2.30664, 2.36103, -1.11009], [1.90161, 4.45257, 1.14030], [0.74013, 5.39310, 1.55773], [0.11627, 5.14917, 2.96924], [-0.39291, 5.15470, 0.48434], [-1.80765, 3.76196, 0.67088], [-2.99102, 4.54046, 2.05341], [-2.86658, 4.24528, -0.92998], [1.21210, 6.88737, 1.50190], [1.63500, 7.91914, -0.17008], [3.03695, 7.02135, -1.12720], [2.82637, 9.01944, 0.94623], [3.19754, 1.60268, 2.12197], [1.87778, 0.41716, 1.91075], [1.67938, 1.76039, 3.01467], [3.34853, 2.68186, -0.93288], [1.88257, 2.97177, -1.89560], [2.23342, 1.30025, -1.17914], [2.49752, 4.87073, 0.32646], [2.52605, 4.26872, 2.06578], [-0.41356, 4.19155, 3.00263], [-0.61897, 5.89820, 3.21998], [0.92279, 5.27290, 3.72519], [0.00519, 4.90645, -0.49879], [-0.93005, 6.11312, 0.40780], [-4.03481, 4.15960, 1.87155], [-3.05406, 5.63147, 1.93683], [-2.47509, 4.41142, 3.02732], [-2.39449, 3.92951, -1.84634], [-3.10063, 5.27497, -0.89793], [-3.74745, 3.58152, -0.79733], [2.07861, 7.08836, 2.14453], [0.49486, 7.58609, 2.01611], [3.35608, 7.77053, -1.87627], [2.67721, 6.16067, -1.65956], [3.94819, 6.74871, -0.65795], [3.75539, 8.55318, 1.24174], [2.46267, 9.39883, 1.93891], [3.08415, 9.93570, 0.41537], [-4.12745, -0.82516, -6.11023], [-5.18039, -1.33140, -5.27626], [-4.98600, -1.78125, -4.03565], [-5.89704, -2.62574, -3.49500], [-3.94878, -1.24512, -3.24572], [-3.23446, -2.05964, -2.49520], [-2.24454, -1.44420, -1.83752], [-3.30295, -3.34966, -2.32771], [-3.60759, -1.60091, -6.56474], [-3.52674, -0.22309, -5.51428], [-6.07372, -1.65518, -5.76873], [-6.87578, -2.44640, -3.73668], [-5.70777, -2.76337, -2.50846], [-1.62353, -5.22646, -0.49891], [-0.96038, -4.62626, 0.44371], [-0.48800, -3.44047, 0.18878], [-0.73084, -5.33730, 1.75128], [-1.52191, -6.52948, 2.12379], [-1.10416, -7.19634, 3.21929], [-0.05990, -6.62269, 4.03690], [0.26062, -7.11764, 5.30540], [1.42866, -6.72908, 5.89540], [2.23991, -5.72883, 5.33086], [1.83250, -5.16940, 4.17022], [0.58681, -5.48226, 3.55839], [0.14788, -4.79277, 2.53292], [-2.17731, -6.97943, 1.33597], [-1.56448, -8.11621, 3.55493], [-0.40909, -7.84248, 5.78322], [1.77044, -7.16350, 6.86154], [3.18365, -5.36845, 5.75347], [2.36331, -4.28954, 3.78230], [3.11955, -7.93670, -4.59228], [2.73207, -6.80580, -3.89881], [1.38530, -6.63484, -3.53527], [0.64318, -7.78624, -3.47459], [0.89612, -5.34019, -3.44719], [-0.53643, -5.10242, -3.39520], [1.64499, -4.17190, -3.42259], [0.97227, -2.60557, -3.31895], [3.07117, -4.43516, -3.45654], [3.94213, -3.50592, -3.00349], [3.59293, -5.68613, -3.73022], [4.90287, -5.81055, -3.99137]], "atomic_forces_ev_per_a": [[3.296, -0.325, -0.825], [-0.017, 1.103, -0.514], [-0.513, 0.837, 0.024], [1.135, 0.751, 2.266], [0.170, -1.153, 2.150], [-1.104, 0.080, -1.119], [1.447, -0.051, -0.425], [-0.530, 1.175, 0.537], [0.031, -0.461, 0.324], [-0.162, 0.939, -0.528], [-0.212, -1.620, 0.988], [-0.206, 0.076, 0.645], [-0.556, 0.230, 1.424], [0.342, 0.543, -1.156], [0.089, 1.590, 0.777], [0.509, -0.171, 0.119], [0.009, -0.514, -0.203], [0.006, 0.114, -0.299], [-0.298, -0.347, -0.339], [-0.398, -0.259, -0.085], [0.151, -0.740, -1.017], [-0.065, -0.026, 0.211], [-0.115, 0.413, -1.104], [0.597, -0.120, 0.305], [-0.286, 0.419, -0.232], [-0.532, -0.554, -0.244], [0.306, 0.259, -0.143], [-0.066, -0.211, -0.281], [1.148, -0.003, 0.835], [-0.028, -0.094, -0.139], [-1.085, -0.503, -0.446], [0.364, 0.134, -0.252], [-0.487, 1.078, -0.289], [0.180, 0.715, -0.193], [0.198, -0.796, -0.138], [-0.012, -0.772, -0.721], [-0.306, -0.323, 0.085], [-0.328, -0.363, -0.372], [0.678, -0.305, 1.069], [0.317, -0.594, -0.367], [-0.504, -0.526, -0.997], [0.118, 0.007, -0.179], [-0.190, 0.251, 0.643], [-0.032, -1.088, -0.219], [-0.655, -0.355, 0.069], [0.341, 1.243, 0.297], [0.872, -2.508, -0.108], [0.987, 3.117, 0.392], [-2.568, -2.004, -1.545], [-1.759, 1.943, -1.248], [-0.420, 0.633, 0.785], [-0.445, -0.624, -0.741], [1.934, 0.823, 0.778], [0.397, -0.530, 0.063], [-0.565, -0.261, -0.028], [0.640, 0.663, 0.893], [-0.414, -0.046, -0.307], [-0.358, -1.311, 0.960], [-1.961, -0.379, 0.373], [1.299, 0.473, -2.794], [0.101, 0.668, 1.418], [-1.882, -0.488, -0.565], [0.381, -0.979, 0.374], [0.498, -0.355, 1.785], [0.434, -0.197, -0.417], [-0.330, 2.398, -0.322], [1.510, -1.203, 1.817], [0.621, 0.670, -2.450], [0.401, 0.577, 1.072], [-0.082, -0.033, -0.079], [0.461, 0.107, -0.281], [-0.587, 0.299, -0.765], [-0.456, -0.477, 0.125], [-0.148, -0.509, -0.047], [-0.379, 1.564, 1.754], [0.326, 0.421, -0.614], [0.237, -1.816, -0.848], [0.224, 1.777, -0.308], [-1.393, 0.487, 0.098], [1.154, -0.809, 0.459], [2.224, -1.595, 0.001], [-1.196, 0.679, 0.856], [-0.938, 0.441, 1.224], [-0.672, -0.183, -0.933], [-0.264, -1.070, -1.134], [-0.627, -0.044, 0.365]], "e_homo_ev": -8.52, "de_lowest_kj_mol": 243.2, "total_charge": 1, "lumo_ev": -5.5, "energy_ha": -10559.1878}

---

(2)
{"formula": "C22H37AsHfN2O9SSi3", "method": "the ωB97M-V functional and the def2-TZVPD basis", "species": ["Hf", "O", "As", "O", "O", "C", "C", "C", "C", "C", "C", "S", "O", "O", "O", "H", "H", "H", "H", "H", "O", "N", "N", "O", "C", "C", "C", "C", "C", "C", "H", "H", "H", "H", "H", "C", "O", "Si", "C", "C", "C", "Si", "C", "C", "C", "Si", "C", "C", "C", "H", "H", "H", "H", "H", "H", "H", "H", "H", "H", "H", "H", "H", "H", "H", "H", "H", "H", "H", "H", "H", "H", "H", "H", "H", "H", "H"], "xyz": [[0.81139, -0.65221, 1.05988], [2.55547, -0.24653, -0.07527], [3.25228, -2.15224, -0.37538], [4.82975, -1.99419, -0.02904], [2.34452, -2.43920, 1.40220], [3.01052, -2.79125, 2.53388], [4.04541, -3.71225, 2.54035], [4.59937, -4.08709, 3.75378], [4.14461, -3.57107, 4.96571], [3.13255, -2.63107, 4.97146], [2.58144, -2.25000, 3.75120], [1.47202, -0.93719, 3.65099], [2.09596, -0.02016, 2.62786], [1.25891, -0.39223, 4.94514], [0.21310, -1.38692, 2.92887], [2.50370, 0.19685, -0.93166], [4.41888, -4.11073, 1.60924], [5.41206, -4.80374, 3.75437], [4.58812, -3.89642, 5.89713], [2.77174, -2.18086, 5.88667], [-0.02356, -2.31562, 0.25965], [-0.20764, -2.52745, -1.07926], [0.52465, -1.82551, -1.76826], [-0.20152, 0.42489, -0.14912], [0.46506, -2.24269, -3.16064], [-0.24395, -1.53216, -4.11226], [-0.20805, -1.93346, -5.44135], [0.54196, -3.03896, -5.82126], [1.25624, -3.74326, -4.86286], [1.21952, -3.34590, -3.53305], [-0.82372, -0.67537, -3.81071], [-0.77028, -1.37802, -6.18182], [0.56856, -3.34981, -6.85826], [1.83861, -4.61128, -5.14547], [1.77378, -3.88820, -2.77861], [0.09741, 2.05365, 3.53086], [-0.24635, 1.45213, 2.25449], [-1.55051, 2.18064, 1.43814], [-3.10546, 1.89192, 2.38256], [-1.39394, 4.02551, 1.51544], [-1.29937, 1.44036, -0.28957], [-2.84576, 0.46751, -0.74537], [-2.95124, -0.43486, -2.34765], [-4.25015, 1.72056, -0.74974], [-3.05101, -0.87710, 0.54409], [-0.34868, 2.63147, -1.40565], [0.22240, 1.85231, -2.98035], [-1.34730, 4.11125, -1.93809], [1.20077, 3.18714, -0.51605], [-0.16473, 3.10902, 3.53352], [1.16779, 1.95957, 3.67842], [-0.42230, 1.54064, 4.33743], [-2.93229, 2.25389, 3.40232], [-3.45259, 0.86459, 2.43995], [-3.90413, 2.50359, 1.95140], [-1.60087, 4.36266, 2.53563], [-2.16119, 4.48066, 0.87968], [-0.42273, 4.41584, 1.21233], [-2.88768, 0.20783, -3.23248], [-3.95470, -0.87908, -2.32948], [-2.22938, -1.24646, -2.44034], [-3.90130, 2.73693, -0.52739], [-5.03270, 1.47464, -0.02497], [-4.71606, 1.74645, -1.74035], [-2.36269, -0.80467, 1.38902], [-2.86701, -1.85041, 0.07979], [-4.06429, -0.88495, 0.95785], [-0.59297, 1.66416, -3.68851], [0.76889, 0.91547, -2.84020], [0.89728, 2.58297, -3.44039], [-2.27332, 3.77916, -2.42607], [-0.77897, 4.68968, -2.67619], [-1.61868, 4.78831, -1.12788], [1.41490, 2.60467, 0.38098], [1.14847, 4.23678, -0.21674], [2.06101, 3.08685, -1.18454]], "atomic_forces_ev_per_a": [[-0.452, 0.706, -1.468], [0.270, -0.582, 0.022], [1.321, -0.112, 0.032], [-0.769, -0.105, -0.017], [0.593, 0.250, -0.077], [-0.426, 0.148, -0.238], [0.091, -0.082, 0.158], [0.049, -0.040, 0.025], [0.049, -0.071, -0.006], [-0.051, -0.010, -0.232], [0.241, -0.275, -0.053], [-0.014, 0.209, 0.436], [0.121, -0.003, 1.214], [-0.110, 0.067, 0.142], [0.390, -0.164, 1.133], [-0.213, 0.005, 0.062], [0.005, -0.027, -0.003], [-0.038, 0.016, 0.008], [0.009, 0.020, -0.030], [0.004, 0.002, -0.048], [-0.342, -0.371, -1.222], [-0.215, -0.378, 1.199], [0.085, -0.158, -0.886], [-1.377, 1.157, -0.232], [0.170, 0.083, 0.279], [0.044, 0.132, -0.079], [0.029, -0.049, 0.023], [-0.041, 0.053, 0.013], [-0.021, -0.008, 0.074], [0.033, -0.093, -0.072], [0.060, 0.053, -0.077], [0.007, -0.011, 0.020], [-0.001, 0.016, 0.033], [0.000, 0.028, 0.004], [-0.010, -0.020, 0.007], [-0.042, -0.262, -0.272], [-0.136, 0.304, 0.089], [0.689, -0.145, -0.068], [-0.423, -0.132, 0.181], [-0.005, 0.425, 0.017], [0.938, -0.701, 0.084], [-0.099, 0.280, 0.309], [0.054, -0.049, -0.528], [-0.183, 0.189, 0.032], [-0.048, -0.227, 0.145], [-0.244, 0.157, 0.052], [0.005, -0.346, -0.428], [-0.331, 0.193, -0.166], [0.244, 0.126, 0.168], [-0.007, 0.038, 0.009], [0.012, -0.015, -0.016], [-0.008, -0.019, 0.006], [-0.044, -0.025, -0.048], [-0.010, -0.028, 0.038], [0.029, -0.050, 0.095], [0.007, 0.030, -0.081], [0.072, -0.044, 0.081], [-0.068, 0.011, 0.020], [-0.024, -0.072, 0.072], [0.079, -0.019, -0.109], [-0.150, 0.035, 0.087], [-0.077, -0.103, -0.042], [0.075, 0.025, -0.073], [0.029, 0.042, 0.090], [0.002, 0.010, 0.009], [-0.014, 0.058, 0.066], [0.043, -0.018, -0.053], [0.097, 0.029, 0.087], [-0.022, 0.074, 0.021], [-0.019, -0.121, -0.075], [0.101, 0.101, 0.036], [-0.058, -0.068, 0.076], [0.020, -0.016, -0.066], [0.009, -0.029, 0.028], [0.027, -0.034, -0.066], [-0.014, 0.008, 0.050]], "e_homo_ev": -9.06, "de_lowest_kj_mol": 0.0, "lumo_ev": 0.5, "energy_ha": -5197.9097}